Model P:
Below is C26H33IrNO7PS3 as an isolated structure, with properties calculated with ωB97M-V/def2-TZVPD.

* gap between HOMO and LUMO: 6.570 eV

```
! RIJCOSX wB97M-V def2-TZVPD def2/J DEFGRID3
* xyz 0 1
Ir -1.087 0.700 0.697
C 2.949 5.922 1.060
C 2.636 4.470 1.321
O 1.320 4.184 0.785
P 1.022 2.765 0.125
S 1.259 1.173 1.304
S -0.884 2.737 -0.466
O 2.088 2.646 -1.048
C 1.967 3.495 -2.218
C 1.525 2.666 -3.399
H 3.904 6.182 1.519
H 2.176 6.561 1.484
H 3.014 6.118 -0.010
H 2.605 4.249 2.389
H 3.372 3.812 0.855
H 2.956 3.926 -2.375
H 1.268 4.310 -2.013
H 2.239 1.863 -3.582
H 1.469 3.291 -4.291
H 0.545 2.228 -3.212
O -1.174 -2.600 3.337
C -0.807 -2.017 2.329
O -1.475 -1.019 1.848
C 0.500 -2.515 1.698
C 1.081 -3.662 2.303
C 2.258 -4.139 1.816
C 2.895 -3.467 0.747
C 4.136 -3.872 0.202
C 4.713 -3.156 -0.808
C 4.076 -1.999 -1.314
C 2.873 -1.592 -0.813
C 2.250 -2.329 0.222
N 1.048 -1.893 0.688
H 0.561 -4.120 3.129
H 2.726 -5.019 2.243
H 4.622 -4.752 0.605
H 5.664 -3.465 -1.220
H 4.553 -1.431 -2.103
H 2.376 -0.699 -1.175
C -1.149 3.270 2.885
S -1.753 1.610 2.635
C -1.002 0.804 4.035
O -3.191 1.650 2.850
H -1.600 3.604 3.817
H -1.489 3.880 2.053
H -0.063 3.268 2.943
H -1.249 1.413 4.905
H 0.074 0.746 3.886
H -1.450 -0.183 4.119
C -5.147 0.384 -0.774
C -3.749 -0.179 -0.595
O -3.021 0.649 0.105
C -3.405 -1.393 -1.131
C -2.036 -2.041 -0.919
C -1.995 -3.502 -1.288
C -2.987 -4.115 -1.933
C -4.197 -3.405 -2.311
C -4.376 -2.137 -1.903
H -5.174 1.367 -0.313
H -5.889 -0.249 -0.286
H -5.418 0.478 -1.826
H -1.765 -1.940 0.132
H -1.109 -4.054 -0.993
H -2.901 -5.170 -2.166
H -4.963 -3.916 -2.878
H -5.305 -1.643 -2.153
C -0.426 -1.739 -2.937
C -1.009 -1.230 -1.665
O -0.683 -0.109 -1.271
H -1.179 -2.251 -3.534
H 0.327 -2.484 -2.662
H 0.055 -0.935 -3.489
*
```

---

Model Q:
Below is C26H33IrNO7PS3 as an isolated structure, with properties calculated with ωB97M-V/def2-TZVPD.

* gap between HOMO and LUMO: 5.952 eV

```
! RIJCOSX wB97M-V def2-TZVPD def2/J DEFGRID3
* xyz 0 1
Ir 0.788 1.113 0.427
C -3.795 2.782 3.785
C -3.237 1.547 4.458
O -1.832 1.375 4.172
P -1.256 0.555 2.939
S 0.570 -0.061 3.500
S -1.368 1.660 1.292
O -2.229 -0.706 2.932
C -1.891 -2.098 2.818
C -2.472 -2.841 3.996
H -4.856 2.874 4.023
H -3.685 2.722 2.703
H -3.279 3.676 4.133
H -3.780 0.650 4.159
H -3.288 1.635 5.542
H -0.807 -2.207 2.782
H -2.317 -2.451 1.876
H -2.045 -2.470 4.928
H -2.241 -3.904 3.908
H -3.555 -2.725 4.035
O 1.052 4.869 -1.075
C 1.011 3.665 -0.900
O 1.181 3.070 0.235
C 0.789 2.771 -2.108
C 0.575 3.350 -3.381
C 0.460 2.531 -4.458
C 0.628 1.132 -4.290
C 0.573 0.217 -5.371
C 0.781 -1.115 -5.162
C 1.077 -1.589 -3.862
C 1.125 -0.730 -2.804
C 0.870 0.647 -2.991
N 0.882 1.485 -1.909
H 0.501 4.426 -3.438
H 0.266 2.927 -5.448
H 0.375 0.597 -6.366
H 0.739 -1.808 -5.991
H 1.276 -2.643 -3.713
H 1.397 -1.056 -1.809
C 4.947 1.248 0.579
S 3.990 -0.257 0.629
C 4.961 -1.150 -0.578
O 2.725 0.017 -0.176
H 4.844 1.671 -0.421
H 5.986 1.009 0.804
H 4.530 1.913 1.329
H 5.934 -1.391 -0.150
H 5.064 -0.544 -1.477
H 4.420 -2.066 -0.810
C 0.692 -3.184 0.128
C -0.173 -1.963 -0.047
O 0.076 -0.971 0.616
C -1.324 -2.003 -0.989
C -1.807 -3.213 -1.480
C -2.889 -3.228 -2.346
C -3.474 -2.032 -2.739
C -2.984 -0.822 -2.264
C -1.915 -0.806 -1.384
H 1.559 -2.906 0.721
H 1.005 -3.573 -0.843
H 0.142 -3.977 0.640
H -1.353 -4.148 -1.178
H -3.271 -4.170 -2.718
H -4.318 -2.044 -3.417
H -3.431 0.111 -2.582
H -1.512 0.126 -1.007
C 1.130 2.738 3.073
C 1.538 1.376 2.538
O 2.753 1.149 2.339
H 1.587 2.852 4.062
H 0.058 2.873 3.175
H 1.524 3.493 2.401
*
```

---

Least stable structure: model Q

---

Model P:
Below is one molecule with the formula C19H28N2O5S, with properties calculated with ωB97M-V/def2-TZVPD.

* SMILES: COc1ccc(C(=O)NC2CCCCCC2)cc1S(=O)(=O)N1CCOCC1
* gap between HOMO and LUMO: 9.639 eV

```
! RIJCOSX wB97M-V def2-TZVPD def2/J DEFGRID3
* xyz 0 1
C -4.775 -2.916 0.013
O -3.957 -1.832 0.400
C -2.625 -1.932 0.232
C -1.960 -2.992 -0.386
C -0.585 -2.964 -0.514
C 0.175 -1.895 -0.045
C 1.660 -1.971 -0.224
O 2.215 -3.025 -0.475
N 2.319 -0.801 -0.113
C 3.762 -0.688 -0.216
C 4.334 -0.398 1.179
C 5.774 0.116 1.188
C 5.862 1.639 1.092
C 5.534 2.207 -0.286
C 4.165 1.799 -0.829
C 4.125 0.342 -1.295
C -0.488 -0.847 0.588
C -1.857 -0.873 0.718
S -2.672 0.485 1.553
O -3.418 0.001 2.673
O -1.673 1.496 1.780
N -3.740 0.985 0.375
C -3.248 1.944 -0.585
C -4.135 1.856 -1.830
O -5.490 2.062 -1.510
C -5.946 1.125 -0.560
C -5.123 1.204 0.727
H -4.498 -3.833 0.540
H -4.730 -3.086 -1.067
H -5.788 -2.632 0.293
H -2.507 -3.840 -0.767
H -0.063 -3.785 -0.983
H 1.812 0.045 0.088
H 4.105 -1.674 -0.549
H 4.272 -1.325 1.752
H 3.696 0.331 1.683
H 6.239 -0.186 2.129
H 6.344 -0.346 0.381
H 6.876 1.950 1.353
H 5.188 2.076 1.832
H 6.301 1.893 -0.998
H 5.577 3.297 -0.222
H 3.397 1.985 -0.078
H 3.941 2.438 -1.687
H 5.097 0.085 -1.718
H 3.392 0.233 -2.098
H 0.017 0.002 1.023
H -2.215 1.689 -0.822
H -3.279 2.963 -0.174
H -3.871 2.631 -2.551
H -4.007 0.864 -2.291
H -6.992 1.369 -0.371
H -5.869 0.108 -0.974
H -5.406 0.428 1.436
H -5.260 2.192 1.190
*
```

---

Model Q:
Below is one molecule with the formula C19H28N2O5S, with properties calculated with ωB97M-V/def2-TZVPD.

* SMILES: CC(C)OCCCNC(=O)CN1C(=O)CC(C)(C)S(=O)(=O)c2ccccc21
* gap between HOMO and LUMO: 9.523 eV

```
! RIJCOSX wB97M-V def2-TZVPD def2/J DEFGRID3
* xyz 0 1
C -6.110 -0.687 -0.025
C -5.301 0.442 0.606
C -5.830 1.809 0.165
O -3.954 0.234 0.220
C -2.996 0.996 0.914
C -1.627 0.353 0.713
C -1.547 -1.020 1.384
N -0.221 -1.579 1.261
C 0.051 -2.651 0.504
O -0.782 -3.358 -0.027
C 1.552 -2.935 0.369
N 2.265 -1.775 -0.150
C 3.469 -1.449 0.411
O 3.915 -2.051 1.363
C 4.267 -0.370 -0.308
C 4.056 1.014 0.299
C 4.489 2.122 -0.641
C 4.651 1.149 1.686
S 2.231 1.175 0.495
O 1.847 2.560 0.495
O 1.806 0.395 1.636
C 1.541 0.394 -0.973
C 0.879 1.175 -1.900
C 0.248 0.579 -2.977
C 0.278 -0.802 -3.106
C 0.948 -1.585 -2.184
C 1.605 -0.992 -1.106
H -5.700 -1.646 0.276
H -6.053 -0.614 -1.108
H -7.149 -0.626 0.285
H -5.371 0.372 1.707
H -6.887 1.889 0.405
H -5.700 1.923 -0.908
H -5.300 2.614 0.670
H -3.243 1.028 1.987
H -2.972 2.029 0.537
H -0.857 1.009 1.125
H -1.452 0.240 -0.358
H -1.796 -0.928 2.446
H -2.245 -1.710 0.907
H 0.538 -0.998 1.605
H 1.984 -3.166 1.346
H 1.688 -3.800 -0.288
H 4.010 -0.359 -1.369
H 5.321 -0.643 -0.205
H 4.214 3.085 -0.218
H 5.566 2.096 -0.796
H 3.993 2.022 -1.605
H 4.299 2.070 2.147
H 5.739 1.170 1.639
H 4.342 0.312 2.308
H 0.850 2.241 -1.736
H -0.278 1.183 -3.700
H -0.229 -1.277 -3.931
H 0.955 -2.658 -2.291
*
```

---

Least stable structure: model P

---

Model P:
Below is one molecule with the formula C5H6OS2, with properties calculated with ωB97M-V/def2-TZVPD.

* SMILES: O=C1S[C@@H]2C[C@H]2[C@H]1S
* gap between HOMO and LUMO: 9.547 eV

```
! RIJCOSX wB97M-V def2-TZVPD def2/J DEFGRID3
* xyz 0 1
O 0.609 -1.163 2.163
C 0.406 -0.711 1.096
S 0.277 -1.764 -0.544
C -0.194 -0.309 -1.390
C 0.369 0.853 -2.235
C 0.853 0.666 -0.838
C 0.334 0.866 0.630
S -1.276 1.574 0.813
H -1.173 0.042 -1.215
H 1.097 0.564 -2.875
H -0.405 1.485 -2.700
H 1.928 0.298 -0.892
H 0.980 1.347 1.415
H -1.918 0.409 1.086
*
```

---

Model Q:
Below is one molecule with the formula C5H6OS2, with properties calculated with ωB97M-V/def2-TZVPD.

* SMILES: O=CCC(=S)CC=S
* gap between HOMO and LUMO: 8.116 eV

```
! RIJCOSX wB97M-V def2-TZVPD def2/J DEFGRID3
* xyz 0 1
O -0.523 -1.177 -1.774
C -0.221 -0.020 -2.032
C -0.161 1.035 -0.846
C -0.640 0.888 0.542
S -1.458 1.954 1.352
C -0.355 -0.474 1.124
C 1.031 -1.080 1.080
S 1.929 -1.689 2.380
H 0.452 0.270 -2.975
H 0.985 1.025 -0.690
H -0.503 2.160 -0.978
H -0.675 -0.514 2.295
H -1.111 -1.030 0.516
H 1.250 -1.349 0.007
*
```

---

Least stable structure: model Q

---

Model P:
Below is a 2-piece molecular cluster, C3H6S3 overall, with properties calculated with ωB97M-V/def2-TZVPD.

* gap between HOMO and LUMO: 8.843 eV

```
! RIJCOSX wB97M-V def2-TZVPD def2/J DEFGRID3
* xyz 0 1
C 1.380 1.325 -0.510
C 0.558 1.031 0.455
C -0.608 -0.755 0.162
S -0.373 -1.626 1.657
S -2.259 -0.019 0.062
S -0.017 -1.381 -1.333
H 1.961 2.162 -0.427
H 1.524 0.715 -1.444
H 0.435 1.113 1.470
H 0.697 -2.339 1.478
H -2.040 1.307 0.502
H -1.257 -1.532 -2.073
*
```

---

Model Q:
Below is one molecule with the formula C3H6S3, with properties calculated with ωB97M-V/def2-TZVPD.

* SMILES: S[C@H]1[C@H](S)[C@H]1S
* gap between HOMO and LUMO: 9.642 eV

```
! RIJCOSX wB97M-V def2-TZVPD def2/J DEFGRID3
* xyz 0 1
S -1.606 -1.651 -0.162
C -0.185 -0.786 0.504
C 0.875 -0.139 -0.393
S 2.666 -0.009 -0.044
C 0.005 0.701 0.479
S -1.295 1.797 -0.181
H -2.515 -1.010 0.605
H 0.255 -1.314 1.315
H 0.598 -0.070 -1.460
H 2.877 -1.372 -0.033
H 0.529 1.153 1.326
H -2.152 1.764 0.906
*
```

---

Least stable structure: model P